Record 1
A cluster of 8 separate species, C30H65N2O10S7 in total at a distorted geometry. Source: OMol25; level of theory: the ωB97M-V functional and the def2-TZVPD basis.

Each line ends with the Löwdin charge.
Cartesian coordinates (Å):
C 1.476 -0.013 -0.602  -0.061
C 0.854 0.383 -2.024  -0.432
C 1.866 1.476 -2.592  -0.031
C -0.573 0.970 -1.712  -0.021
C -1.401 1.230 -3.058  -0.440
N -2.820 1.307 -2.599  0.082
O -0.906 2.474 -3.585  0.031
C -1.511 2.860 -4.765  -0.407
O -2.690 3.024 -4.950  0.133
C -0.563 3.182 -5.976  -0.112
C -0.662 2.534 -7.276  -0.036
C 0.269 2.982 -8.313  -0.073
C 1.255 4.047 -8.088  -0.081
C 1.371 4.684 -6.768  -0.063
C 0.436 4.232 -5.727  -0.019
C -1.299 -0.018 -4.026  -0.029
C 0.099 -0.748 -4.102  -0.418
C 1.006 -0.177 -5.298  -0.014
C -0.231 -2.250 -4.557  -0.064
N 0.825 -0.873 -2.820  -0.110
O 0.370 -1.833 -2.067  -0.022
H 2.341 -0.708 -0.772  0.094
H 0.697 -0.444 0.096  0.050
H 1.866 0.910 -0.085  0.078
H 1.881 2.360 -1.899  0.093
H 1.562 1.863 -3.597  0.058
H 2.899 1.024 -2.614  0.098
H -0.523 1.903 -1.091  0.146
H -1.141 0.212 -1.114  0.129
H -3.423 1.174 -3.422  0.065
H -3.029 0.488 -2.018  0.071
H -1.415 1.739 -7.455  0.114
H 0.269 2.534 -9.336  0.097
H 1.940 4.406 -8.897  0.097
H 2.139 5.466 -6.592  0.096
H 0.539 4.743 -4.737  0.116
H -1.622 0.185 -5.087  0.134
H -2.033 -0.783 -3.641  0.127
H 1.152 -0.984 -6.070  0.078
H 2.040 0.039 -4.907  0.083
H 0.545 0.700 -5.812  0.056
H -0.555 -2.287 -5.628  0.084
H -1.101 -2.652 -3.959  0.073
H 0.620 -2.948 -4.324  0.095
C 0.384 0.846 4.306  -0.252
S 1.241 -0.482 3.442  0.823
O 0.535 -0.700 2.142  -0.558
C 0.723 -1.800 4.550  -0.259
H 0.538 1.771 3.751  0.031
H -0.684 0.626 4.357  0.061
H 0.797 0.951 5.309  0.034
H -0.366 -1.852 4.580  0.047
H 1.116 -1.620 5.545  0.015
H 1.120 -2.742 4.171  0.057
C 4.629 0.742 7.342  -0.255
S 3.746 -0.763 6.896  0.842
O 2.402 -0.355 6.390  -0.580
C 3.526 -1.366 8.579  -0.263
H 4.836 1.303 6.429  0.048
H 4.015 1.349 8.008  0.061
H 5.570 0.482 7.828  0.055
H 2.981 -0.628 9.170  0.060
H 4.502 -1.561 9.026  0.054
H 2.955 -2.293 8.540  0.053
C -3.304 -5.729 3.964  -0.268
S -1.657 -5.223 3.437  0.791
O -0.825 -5.061 4.665  -0.558
C -2.133 -3.575 2.883  -0.265
H -3.237 -6.732 4.385  0.056
H -3.678 -5.040 4.723  0.057
H -3.973 -5.743 3.104  0.021
H -2.583 -3.019 3.708  0.058
H -2.840 -3.659 2.057  0.034
H -1.238 -3.053 2.541  0.037
C -6.469 2.269 -2.922  -0.269
S -6.631 1.194 -1.485  0.807
O -5.726 0.027 -1.698  -0.566
C -8.310 0.647 -1.843  -0.277
H -5.464 2.695 -2.921  0.041
H -6.618 1.693 -3.836  0.060
H -7.202 3.074 -2.860  0.053
H -8.345 0.171 -2.824  0.057
H -8.986 1.503 -1.815  0.051
H -8.606 -0.072 -1.080  0.048
C 4.594 -0.640 1.851  -0.269
S 4.823 1.147 1.790  0.794
O 4.452 1.598 0.418  -0.561
C 6.623 1.110 1.877  -0.270
H 3.528 -0.852 1.772  0.011
H 5.122 -1.111 1.020  0.061
H 4.969 -1.022 2.802  0.052
H 7.024 0.530 1.045  0.056
H 6.933 0.671 2.827  0.049
H 6.990 2.134 1.816  0.048
C -1.754 -5.966 -0.432  -0.251
S -3.355 -6.159 0.372  0.769
O -3.395 -7.525 0.965  -0.541
C -4.326 -6.198 -1.145  -0.262
H -0.983 -5.955 0.338  0.041
H -1.577 -6.800 -1.112  0.060
H -1.732 -5.022 -0.979  0.057
H -3.989 -7.019 -1.781  0.058
H -4.222 -5.248 -1.670  0.055
H -5.371 -6.352 -0.879  0.050
C 3.377 6.156 3.466  -0.269
S 3.191 5.087 4.906  0.801
O 4.118 3.936 4.727  -0.567
C 1.532 4.513 4.501  -0.273
H 4.372 6.598 3.493  0.049
H 3.263 5.571 2.552  0.060
H 2.628 6.949 3.502  0.052
H 1.535 4.031 3.521  0.055
H 0.842 5.357 4.504  0.055
H 1.225 3.792 5.258  0.043

Computed properties:
HOMO (spin up / spin down) (eV): -8.28 / -8.35
⟨S²⟩: 0.754
Spin multiplicity: 2
Gap between HOMO and LUMO (spin up / spin down) (eV): 8.724 / 8.794

Record 2
A cluster of 4 separate species, C30H65N3O4 in total at a distorted geometry. Source: OMol25; level of theory: the ωB97M-V functional and the def2-TZVPD basis.

Each line ends with the Löwdin charge.
Cartesian coordinates (Å):
C -9.011 16.073 7.285  -0.033
C -9.939 15.184 8.124  -0.425
C -11.268 16.016 8.329  -0.058
C -10.493 13.986 7.244  -0.141
C -9.419 12.840 7.149  -0.171
C -9.260 12.133 8.554  -0.086
C -8.874 13.291 9.627  -0.429
C -9.197 12.819 11.095  -0.043
C -7.346 13.551 9.403  -0.044
N -9.534 14.616 9.486  -0.149
O -9.076 15.585 10.338  -0.009
H -9.203 16.040 6.213  0.080
H -9.260 17.129 7.398  0.076
H -7.964 15.809 7.434  0.074
H -11.112 16.823 9.045  0.070
H -11.582 16.538 7.425  0.072
H -11.995 15.372 8.824  0.072
H -11.438 13.544 7.559  0.106
H -10.626 14.228 6.189  0.095
H -9.842 12.122 6.446  0.095
H -8.511 13.166 6.641  0.103
H -8.403 11.466 8.457  0.103
H -10.159 11.616 8.890  0.106
H -10.250 12.635 11.307  0.074
H -8.937 13.475 11.926  0.068
H -8.647 11.938 11.425  0.074
H -6.820 12.662 9.750  0.077
H -6.925 14.319 10.052  0.073
H -7.119 13.916 8.401  0.068
H -9.836 15.686 10.915  0.106
C -19.650 16.132 10.624  -0.045
C -18.542 15.342 9.888  -0.488
C -18.983 15.048 8.492  -0.047
C -17.226 16.206 9.966  -0.064
C -15.820 15.431 10.037  -0.160
C -15.889 14.236 10.940  -0.168
C -17.057 13.290 10.637  -0.461
C -16.891 12.532 9.284  -0.016
C -17.122 12.286 11.811  -0.053
N -18.351 14.066 10.653  -0.135
O -19.428 13.200 10.729  -0.022
H -20.618 15.638 10.539  0.073
H -19.481 16.347 11.679  0.087
H -19.899 17.011 10.029  0.083
H -19.907 14.506 8.293  0.096
H -18.991 16.018 7.995  0.078
H -18.175 14.759 7.820  0.063
H -17.198 16.647 8.969  0.090
H -17.288 17.043 10.661  0.108
H -15.465 15.172 9.040  0.067
H -15.049 16.048 10.499  0.107
H -15.651 14.537 11.960  0.121
H -14.966 13.703 10.713  0.115
H -16.088 11.797 9.319  0.077
H -16.579 13.175 8.462  0.055
H -17.789 11.928 9.155  0.086
H -17.756 11.405 11.715  0.072
H -17.483 12.726 12.740  0.086
H -16.207 11.704 11.922  0.081
H -19.922 13.457 11.511  0.103
C -14.432 15.623 6.581  -0.039
C -14.803 15.060 5.184  -0.454
C -13.513 14.573 4.400  0.000
C -15.752 13.843 5.389  -0.160
C -16.296 13.223 4.101  -0.173
C -17.162 14.334 3.429  -0.093
C -16.428 15.764 3.262  -0.444
C -15.625 15.877 1.958  -0.044
C -17.591 16.742 3.018  -0.046
N -15.625 16.094 4.495  -0.079
O -15.011 17.419 4.616  -0.024
H -14.065 14.791 7.180  0.077
H -13.649 16.381 6.590  0.068
H -15.285 16.131 7.031  0.075
H -13.648 13.755 3.693  0.064
H -13.131 15.520 4.018  0.085
H -12.754 14.122 5.040  0.058
H -15.234 13.123 6.022  0.115
H -16.656 14.103 5.940  0.099
H -15.427 12.966 3.494  0.086
H -16.824 12.301 4.344  0.110
H -17.973 14.507 4.136  0.107
H -17.476 14.004 2.439  0.116
H -15.041 14.991 1.707  0.073
H -14.829 16.608 2.105  0.081
H -16.111 16.123 1.014  0.086
H -18.221 17.038 3.857  0.089
H -18.196 16.519 2.139  0.100
H -17.066 17.676 2.820  0.035
H -15.421 17.623 5.459  0.082
C -18.254 21.016 3.230  -0.062
C -16.967 20.949 2.417  -0.431
C -15.745 20.807 3.263  -0.086
O -16.831 19.711 1.646  -0.084
H -18.409 21.888 3.866  0.078
H -18.382 20.199 3.940  0.069
H -19.135 20.802 2.625  0.078
H -16.929 21.847 1.800  0.137
H -15.725 19.924 3.903  0.064
H -15.787 21.608 4.001  0.079
H -14.760 20.792 2.797  0.091
H -16.507 19.005 2.210  0.022

Computed properties:
Relative energy (zero: lowest compared OMol25 entry of this formula, charge and spin) (eV): 3.1528
HOMO (eV): -7.92
SMILES string: CC1(C)CCCC(C)(C)N1O.CC1(C)CCCC(C)(C)N1O.CC1(C)CCCC(C)(C)N1O.CC(C)O
Gap between HOMO and LUMO (eV): 8.349

Record 3
A cluster of 3 separate species, C30H66Br2IN3O13P5 in total at a distorted geometry. Source: OMol25; level of theory: the ωB97M-V functional and the def2-TZVPD basis.

Each line ends with the Löwdin charge.
Cartesian coordinates (Å):
C 6.063 0.592 0.756  -0.105
O 5.064 1.619 0.357  -0.257
C 3.738 1.012 0.563  -0.242
C 2.485 1.874 -0.066  -0.157
C 1.151 1.709 0.927  -0.200
C -0.266 2.056 0.169  -0.214
C -1.388 0.856 0.231  -0.211
C -1.875 0.485 1.782  -0.207
C -3.265 -0.384 1.771  -0.199
C -3.080 -1.987 2.091  -0.179
C -1.595 -2.588 1.708  -0.163
N -1.559 -4.126 1.654  0.073
C -0.319 -4.762 1.509  -0.141
N -0.294 -6.271 1.427  0.091
C 0.700 -6.790 0.404  -0.321
C 0.043 -7.545 -0.890  -0.584
Br 0.966 -9.263 -1.489  0.604
C -1.125 -7.109 -1.695  -0.652
C -1.952 -5.755 -1.300  -0.139
Br -1.746 -8.154 -3.302  0.630
C 1.853 -5.654 -0.020  -0.443
P 1.524 -4.818 -1.703  0.549
O 1.014 -3.141 -1.522  -0.456
I 3.730 -4.766 -2.882  0.420
C 2.168 -4.599 1.219  -0.716
P 3.619 -3.398 0.803  0.888
C 5.279 -4.326 0.598  -0.319
O 3.889 -2.339 2.201  -0.371
P 2.629 -5.467 2.863  0.922
O 2.666 -4.330 4.183  -0.342
O 4.085 -6.413 2.740  -0.337
N 0.885 -3.837 1.466  0.040
H 5.579 -0.181 1.500  0.079
H 6.989 1.095 1.287  0.109
H 6.497 0.014 -0.183  0.110
H 3.779 -0.088 0.111  0.120
H 3.544 0.910 1.712  0.120
H 2.816 3.012 -0.153  0.117
H 2.294 1.496 -1.157  0.118
H 1.186 0.614 1.339  0.097
H 1.291 2.537 1.766  0.127
H -0.675 3.103 0.568  0.126
H 0.013 2.258 -0.971  0.115
H -1.090 -0.100 -0.390  0.102
H -2.362 1.288 -0.299  0.116
H -2.144 1.540 2.270  0.129
H -1.014 0.041 2.439  0.098
H -3.849 -0.225 0.769  0.104
H -3.950 0.062 2.638  0.129
H -3.945 -2.624 1.621  0.116
H -3.189 -2.097 3.273  0.128
H -0.849 -2.151 2.527  0.131
H -1.305 -2.107 0.655  0.136
H -2.473 -4.660 1.711  0.168
H -1.243 -6.693 1.320  0.134
H 1.329 -7.626 0.981  0.145
H -1.309 -4.790 -1.156  0.054
H -2.801 -5.609 -2.111  0.094
H -2.521 -5.934 -0.274  0.073
H 2.862 -6.280 -0.152  0.120
H 0.319 -2.988 -2.253  0.072
H 6.141 -3.655 0.127  0.079
H 5.693 -4.651 1.668  0.052
H 5.206 -5.316 -0.049  0.034
H 3.358 -1.504 1.978  0.032
H 2.613 -4.885 5.028  0.083
H 4.723 -6.086 3.450  0.080
H 1.019 -3.323 2.364  0.117
O 7.941 4.541 -3.337  -0.228
P 6.678 5.414 -3.539  0.734
O 5.617 4.236 -3.060  -0.233
C 5.463 4.012 -1.671  -0.308
C 4.695 5.140 -1.010  -0.086
O 6.561 5.142 -5.180  -0.233
C 7.715 4.812 -5.937  -0.309
C 7.864 3.304 -6.054  -0.078
O 5.268 6.390 -3.765  -0.212
C 5.501 7.781 -3.610  -0.322
C 6.472 8.316 -4.646  -0.084
H 6.442 3.878 -1.200  0.111
H 4.907 3.077 -1.553  0.094
H 5.281 6.062 -1.011  0.061
H 4.458 4.891 0.029  0.073
H 3.764 5.346 -1.547  0.085
H 8.609 5.276 -5.507  0.103
H 7.591 5.241 -6.937  0.116
H 7.774 2.801 -5.089  0.070
H 8.831 3.044 -6.497  0.078
H 7.073 2.894 -6.691  0.076
H 5.875 7.970 -2.598  0.105
H 4.537 8.290 -3.710  0.123
H 7.467 7.880 -4.515  0.068
H 6.566 9.402 -4.564  0.083
H 6.140 8.062 -5.657  0.089
O -8.099 -0.513 2.283  -0.241
P -8.799 0.764 1.756  0.734
O -7.400 1.636 1.601  -0.236
C -6.591 1.390 0.465  -0.321
C -7.222 1.952 -0.795  -0.080
O -9.232 1.337 3.261  -0.229
C -9.409 0.439 4.346  -0.306
C -8.127 0.315 5.152  -0.077
O -9.582 2.191 1.169  -0.206
C -10.795 1.936 0.477  -0.318
C -11.841 1.302 1.374  -0.082
H -6.403 0.317 0.362  0.097
H -5.629 1.881 0.639  0.113
H -8.127 1.398 -1.056  0.062
H -6.528 1.884 -1.639  0.080
H -7.510 2.999 -0.655  0.089
H -9.763 -0.535 3.992  0.103
H -10.199 0.844 4.987  0.118
H -7.256 0.124 4.520  0.064
H -8.209 -0.491 5.888  0.078
H -7.923 1.250 5.685  0.079
H -10.587 1.294 -0.385  0.106
H -11.165 2.895 0.098  0.126
H -11.527 0.306 1.702  0.068
H -12.793 1.199 0.847  0.084
H -11.996 1.903 2.276  0.091

Computed properties:
Net charge: +1
Relative energy (zero: lowest compared OMol25 entry of this formula, charge and spin) (eV): 19.5485
HOMO (eV): -10.07
Gap between HOMO and LUMO (eV): 6.503

Record 4
A cluster of 5 separate species, C30H66F9NO7P2S2 in total at a distorted geometry. Source: OMol25; level of theory: the ωB97M-V functional and the def2-TZVPD basis.

Each line ends with the Löwdin charge.
Cartesian coordinates (Å):
N 0.914 5.724 -7.604  -0.309
P 0.626 4.178 -7.220  0.796
C 1.941 2.925 -7.836  -0.479
C 3.220 2.517 -6.897  -0.108
C 3.506 3.513 -5.628  -0.072
C 4.502 2.835 -4.468  -0.187
F 5.211 1.726 -5.170  0.007
F 5.433 3.963 -4.083  0.004
C 3.510 2.359 -3.257  -0.219
F 3.134 3.608 -2.495  0.010
F 2.219 1.760 -3.709  0.014
S 4.250 1.184 -2.009  1.095
F 4.307 -0.144 -3.091  -0.178
F 2.619 0.793 -1.515  -0.212
F 4.188 2.443 -0.796  -0.209
F 5.866 1.665 -2.307  -0.176
F 4.862 0.125 -0.785  -0.181
O 1.151 1.649 -7.820  -0.282
S 1.870 0.707 -9.085  0.897
O 0.953 -0.256 -9.893  -0.292
O 3.033 -0.236 -8.634  -0.317
O 2.729 1.864 -10.029  -0.225
C 2.214 3.121 -9.447  -0.330
P 3.289 4.575 -10.064  0.773
O 3.690 5.629 -8.957  -0.357
O 2.417 5.282 -11.433  -0.207
O 4.754 3.876 -10.748  -0.223
H 0.100 6.019 -8.204  -0.016
H 0.506 4.062 -5.774  0.026
H -0.637 3.781 -7.827  0.039
H 4.210 2.497 -7.566  0.159
H 3.075 1.392 -6.543  0.139
H 4.093 4.454 -6.069  0.158
H 2.553 3.901 -5.070  0.101
H 1.165 3.295 -9.958  0.153
H 2.153 4.455 -11.969  0.095
H 5.508 4.563 -10.725  0.113
C 0.766 1.460 0.820  -0.114
C 1.007 -0.015 1.097  -0.269
C -0.123 -0.917 0.594  -0.226
C -1.491 -0.676 1.244  -0.222
C -1.523 -0.814 2.768  -0.268
C -1.169 -2.212 3.252  -0.102
H -0.127 1.828 1.334  0.068
H 1.617 2.053 1.169  0.073
H 0.645 1.641 -0.253  0.065
H 1.170 -0.166 2.169  0.102
H 1.938 -0.315 0.600  0.088
H 0.172 -1.963 0.739  0.095
H -0.228 -0.784 -0.491  0.105
H -2.208 -1.383 0.809  0.110
H -1.853 0.322 0.974  0.101
H -2.534 -0.571 3.117  0.095
H -0.855 -0.084 3.234  0.101
H -1.857 -2.954 2.834  0.081
H -1.241 -2.262 4.343  0.045
H -0.149 -2.491 2.974  0.071
C -0.132 -3.600 6.893  -0.111
C -1.345 -2.904 7.490  -0.271
C -1.125 -1.409 7.734  -0.228
C -0.017 -1.066 8.738  -0.224
C -0.189 -1.674 10.132  -0.273
C -1.442 -1.192 10.846  -0.114
H 0.730 -3.557 7.564  0.068
H -0.356 -4.656 6.709  0.074
H 0.150 -3.143 5.939  0.060
H -1.636 -3.406 8.418  0.101
H -2.189 -3.023 6.799  0.099
H -2.070 -0.965 8.067  0.082
H -0.886 -0.925 6.778  0.105
H 0.037 0.025 8.831  0.110
H 0.952 -1.381 8.335  0.101
H 0.683 -1.401 10.739  0.105
H -0.194 -2.767 10.077  0.099
H -1.435 -0.103 10.955  0.076
H -1.496 -1.631 11.848  0.070
H -2.350 -1.480 10.309  0.064
C 2.310 -4.243 -1.357  -0.107
C 2.620 -3.604 -2.702  -0.265
C 1.487 -2.717 -3.225  -0.227
C 0.163 -3.442 -3.498  -0.227
C 0.246 -4.603 -4.491  -0.274
C 0.681 -4.173 -5.884  -0.114
H 1.445 -4.911 -1.417  0.068
H 3.164 -4.837 -1.016  0.072
H 2.105 -3.479 -0.600  0.066
H 2.866 -4.383 -3.431  0.101
H 3.521 -2.988 -2.594  0.097
H 1.826 -2.218 -4.140  0.099
H 1.298 -1.916 -2.499  0.095
H -0.560 -2.706 -3.873  0.109
H -0.251 -3.815 -2.556  0.100
H -0.744 -5.069 -4.565  0.105
H 0.922 -5.379 -4.118  0.099
H -0.010 -3.431 -6.295  0.075
H 0.691 -5.035 -6.558  0.071
H 1.687 -3.744 -5.879  0.067
C -4.922 -0.246 7.385  -0.116
C -4.540 -0.010 5.931  -0.273
C -4.508 1.472 5.548  -0.225
C -5.850 2.206 5.662  -0.228
C -6.994 1.608 4.839  -0.274
C -6.731 1.632 3.341  -0.116
H -5.932 0.114 7.601  0.068
H -4.897 -1.316 7.612  0.071
H -4.223 0.260 8.058  0.070
H -5.223 -0.561 5.278  0.101
H -3.543 -0.434 5.761  0.089
H -4.129 1.561 4.523  0.096
H -3.777 1.987 6.184  0.111
H -5.699 3.248 5.355  0.109
H -6.157 2.245 6.713  0.100
H -7.904 2.185 5.042  0.105
H -7.203 0.583 5.160  0.098
H -6.567 2.656 2.991  0.076
H -7.593 1.225 2.802  0.070
H -5.858 1.030 3.074  0.063

Computed properties:
Relative energy (zero: lowest compared OMol25 entry of this formula, charge and spin) (eV): 10.2338
HOMO (eV): -9.57
SMILES string: N=[PH2][C@@]1(CCC(F)(F)C(F)(F)S(F)(F)(F)(F)F)OS(=O)(=O)O[C@@H]1P(=O)(O)O.CCCCCC.CCCCCC.CCCCCC.CCCCCC
Gap between HOMO and LUMO (eV): 6.980

no.,E (Ha)
1,-4830.94996
2,-1646.98118
3,-9476.88177
4,-4141.59747